# 1
Entry from the OMol25 dataset: C17H35NO2S4Se2Ti as an isolated structure (ωB97M-V/def2-TZVPD).

Cartesian coordinates (Å):
Se1 0.01097 2.50045 1.56247
Se2 1.79434 0.47479 -1.36484
Ti1 -0.32524 0.24321 0.28994
S1 -2.46084 -2.44095 -1.48323
S2 1.24945 -0.74209 2.20564
S3 0.07277 -2.71050 0.26034
S4 -2.59592 -0.17599 1.40659
O1 2.73122 4.11153 -1.84449
O2 4.80921 2.85300 1.63026
N1 -1.20341 0.85071 -1.21472
C1 2.75592 2.82759 0.30295
C2 3.11868 1.44693 -0.27815
C3 1.98474 3.70967 -0.68041
C4 -1.45056 3.03007 -2.26305
C5 1.96672 2.72573 1.62408
C6 4.07010 3.55130 0.62434
C7 1.56818 -3.31588 1.05709
C8 -3.34026 1.38176 -2.11367
C9 -1.47893 -3.94753 -1.67647
C10 -1.38823 0.91501 -3.62278
C11 -3.25212 -2.66699 0.13140
C12 -3.78187 -1.31717 0.62241
C13 -1.99669 -2.69843 4.31068
C14 -0.84635 -3.22606 3.92105
C15 -0.44940 -4.23464 -0.57582
C16 -1.81817 1.53776 -2.28328
C17 2.30499 -2.12999 1.69020
H1 3.45590 4.66974 -1.55204
H2 -3.61178 0.32650 -2.16984
H3 -1.83016 1.45711 -4.46815
H4 -2.05196 3.59919 -2.98257
H5 2.36567 1.90156 2.21012
H6 5.62360 3.33676 1.78466
H7 4.68274 3.61930 -0.28462
H8 -2.06893 -2.09752 5.20978
H9 -2.52030 -3.05195 0.84401
H10 -0.76585 -3.75878 2.98142
H11 -0.39468 3.15360 -2.51595
H12 1.30110 -4.06876 1.80428
H13 -4.07532 -3.38330 0.02610
H14 -1.60215 3.42763 -1.25820
H15 0.41608 -4.73305 -1.02140
H16 2.19451 -3.79595 0.29900
H17 -4.54088 -1.52898 1.38148
H18 3.99305 1.55729 -0.92518
H19 1.60981 4.59549 -0.15275
H20 3.39118 0.79488 0.55057
H21 -1.70631 -0.12938 -3.65991
H22 -3.86587 1.92739 -2.90469
H23 -2.88937 -2.77185 3.70097
H24 -0.29998 0.94870 -3.70048
H25 2.12579 3.64966 2.18964
H26 1.12933 3.14659 -1.04172
H27 -2.12741 -4.81865 -1.80834
H28 3.83757 4.56972 0.97414
H29 -4.30561 -0.82302 -0.20236
H30 -0.96118 -3.77711 -2.62241
H31 0.06962 -3.07516 4.47886
H32 -0.87287 -4.92128 0.16346
H33 -3.64464 1.76643 -1.13838
H34 2.82450 -2.49712 2.57911
H35 3.06549 -1.76900 0.99287

Properties
Expectation value of S²   2.01
Multiplicity   3
Energy above the lowest of the compared OMol25 structures with the same formula, charge and spin   0.00 kcal/mol
Highest occupied orbital energy (alpha / beta)   -0.379 / -0.774 eV
Net charge   -2
Strongest force on any atom   0.78 eV Å⁻¹

These are the Löwdin partial charges, in e, on atoms 1 to 5: 0.462 0.528 -0.061 0.817 0.373

***

# 2
Entry from the OMol25 dataset: C17H36F6NO4PbS4Si4Te2 as an isolated structure (ωB97M-V/def2-TZVPD).

Cartesian coordinates (Å):
Pb1 -1.11793 -0.07188 0.13414
Te1 0.82790 -0.22895 2.32230
Te2 -2.99057 1.68227 1.55504
S1 3.32406 1.53245 0.34520
S2 -4.74282 -0.78709 0.09965
S3 -1.44648 -3.45589 -0.40120
S4 0.82769 2.52571 1.13895
Si1 0.00804 0.09900 4.68333
Si2 0.48619 2.21873 5.56649
Si3 -2.09499 -0.70551 5.36818
Si4 1.57102 -1.41971 5.61022
F1 -0.47919 4.65652 0.28375
F2 4.45099 1.60464 -1.98400
F3 4.15075 3.56836 -1.13886
F4 1.25073 5.12369 1.49998
F5 1.50184 4.51521 -0.55767
F6 2.47946 2.47876 -1.99899
O1 0.20322 1.95703 -0.07052
O2 0.04319 2.79160 2.31930
O3 4.63567 1.53710 0.91334
O4 2.73750 0.28611 -0.05395
N1 2.39656 2.48033 1.20678
C1 0.77759 1.95309 7.41933
C2 1.48958 -3.11285 4.78341
C3 -4.75089 0.69922 0.95799
C4 -2.26662 -2.52370 4.90388
C5 -2.09840 -0.60826 7.25818
C6 -6.45533 -0.87243 0.02720
C7 1.41170 -1.74871 7.46635
C8 -0.98671 3.37378 5.42392
C9 0.12466 -3.85516 0.39003
C10 3.30853 -0.75582 5.30919
C11 -6.03965 1.10137 1.17315
C12 -3.70557 0.12417 4.86884
C13 -7.01018 0.20596 0.64192
C14 0.78639 4.29893 0.55050
C15 -2.56099 -3.86818 0.95324
C16 2.08290 2.95338 4.91895
C17 3.59654 2.36430 -1.28471
H1 -0.02945 1.39576 7.89776
H2 -4.03292 -0.18176 3.87487
H3 -1.26139 3.53321 4.38052
H4 2.23334 3.95055 5.34268
H5 1.70823 1.41184 7.60085
H6 1.55907 -3.01651 3.69904
H7 -2.60068 -4.94540 1.11301
H8 -2.13531 0.43250 7.58891
H9 2.32352 -3.73213 5.12627
H10 0.85119 2.92550 7.91585
H11 -3.55172 -3.50456 0.68848
H12 2.10025 3.04712 3.83438
H13 0.14358 -4.90042 0.69752
H14 -4.46832 -0.16399 5.59891
H15 0.56151 -2.39932 7.68147
H16 -1.53481 -3.14646 5.41984
H17 4.04688 -1.54587 5.47045
H18 -2.11971 -2.66481 3.83209
H19 1.27597 -0.83275 8.04235
H20 0.91095 -3.68425 -0.34344
H21 0.55886 -3.63679 5.00599
H22 -3.26709 -2.88230 5.16096
H23 -3.63198 1.21210 4.85298
H24 3.42600 -0.39142 4.28650
H25 -2.24407 -3.37264 1.86909
H26 0.30394 -3.20683 1.24826
H27 -2.98624 -1.11528 7.64682
H28 2.92886 2.32387 5.20283
H29 -6.94895 -1.69552 -0.46279
H30 -1.21740 -1.06085 7.71208
H31 2.31698 -2.24506 7.82683
H32 -8.07745 0.36044 0.71991
H33 -6.28546 2.01620 1.69334
H34 -1.85216 2.95342 5.94216
H35 -0.75334 4.34448 5.87000
H36 3.54254 0.07537 5.97862

Properties
Energy above the lowest of the compared OMol25 structures with the same formula, charge and spin   39.99 kcal/mol
Highest occupied orbital energy   -4.818 eV
Net charge   -1
Strongest force on any atom   4.17 eV Å⁻¹

These are the Löwdin partial charges, in e, on atoms 1 to 5: 0.673 0.598 0.784 0.533 0.866

***

# 3
Entry from the OMol25 dataset: a 3-piece molecular cluster, C17H36NO6 overall (ωB97M-V/def2-TZVPD).

Cartesian coordinates (Å):
O1 4.60849 -1.55979 -2.52614
O2 5.07058 -6.76634 -0.34857
O3 3.17817 -0.10298 -1.55282
O4 3.54192 -7.65196 0.89888
O5 2.77991 -2.22140 -1.36955
O6 5.69656 -8.25438 1.23598
N1 -6.48744 2.01285 0.01368
C1 3.99438 0.96606 -2.03813
C2 -4.58574 2.87809 1.40802
C3 4.85494 -7.62168 0.65406
C4 3.62116 -1.32199 -1.88127
C5 0.03619 2.14419 0.14208
C6 -2.95034 4.26546 0.10068
C7 -5.90910 3.01609 -0.91906
C8 -4.46612 2.66054 -1.14376
C9 -3.66272 2.92167 0.17604
C10 -0.46552 4.57624 0.86089
C11 -5.64094 1.80906 1.26071
C12 3.13677 -3.58097 -1.64521
C13 0.01237 3.63076 -0.22813
C14 3.16410 -8.53777 1.95625
C15 6.44554 -6.63233 -0.72193
C16 -1.95516 4.48909 1.25358
C17 0.65864 1.81536 1.51092
H1 1.31115 0.95958 1.39565
H2 3.52519 1.88726 -1.70267
H3 -6.30767 1.79006 2.10980
H4 3.14117 -3.76602 -2.71747
H5 -5.03413 3.84335 1.61439
H6 4.99896 0.90126 -1.62539
H7 -4.06975 3.30256 -1.91449
H8 0.64118 1.64722 -0.60939
H9 -0.11264 1.48960 2.19900
H10 3.43944 -9.56249 1.71559
H11 -6.01438 4.01747 -0.52709
H12 6.84524 -7.58496 -1.06291
H13 0.10592 4.39068 1.75901
H14 4.03576 0.95581 -3.12548
H15 3.62840 -8.23734 2.89342
H16 -4.36706 1.61252 -1.41031
H17 -2.49677 4.42181 -0.86849
H18 -0.94092 1.68500 0.05283
H19 -5.17693 0.83494 1.19448
H20 -6.53828 1.12859 -0.49258
H21 -2.20498 5.43835 1.71514
H22 1.03590 3.90973 -0.46232
H23 2.38263 -4.20500 -1.17537
H24 -2.96675 2.09706 0.29401
H25 -6.46203 2.98954 -1.85047
H26 -0.23964 5.59306 0.55656
H27 -3.73278 5.01867 0.19042
H28 7.03488 -6.25581 0.11165
H29 6.47353 -5.91569 -1.53791
H30 1.22838 2.63098 1.93225
H31 4.10956 -3.81670 -1.21959
H32 2.08418 -8.46470 2.04666
H33 -0.54160 3.74652 -1.15539
H34 -7.43220 2.27492 0.29366
H35 -3.98363 2.55517 2.24510
H36 -2.07596 3.75316 2.04050

Properties
Highest occupied orbital energy   -12.053 eV
Net charge   +1
Strongest force on any atom   1.46 eV Å⁻¹

These are the Löwdin partial charges, in e, on atoms 1 to 5: 0.130 -0.009 -0.012 -0.003 0.000

***

# 4
Entry from the OMol25 dataset: C17H36NO7RuSi2Te as an isolated structure (ωB97M-V/def2-TZVPD).

Cartesian coordinates (Å):
Te1 -0.66850 0.48003 -1.17641
Ru1 -0.60775 0.13682 1.36717
Si1 -3.55942 1.52237 -2.55432
Si2 1.13384 -2.15952 -2.57729
O1 -1.55026 2.08048 2.29505
O2 -3.43918 1.01620 2.88000
O3 -2.10025 -3.46917 2.07539
O4 1.29017 0.33217 1.89320
O5 -1.25153 -1.63284 1.16007
O6 -0.78031 -0.49401 3.61675
O7 2.09469 0.21685 -0.20775
N1 3.65648 0.18535 3.06642
C1 -1.51801 0.59453 4.19714
C2 -2.79667 0.52087 -1.11710
C3 -0.52834 -1.51958 -1.87114
C4 3.64609 0.40114 1.56940
C5 -3.04362 3.30186 -2.29793
C6 0.63869 -3.41102 -3.87377
C7 -1.62174 -2.39190 2.21650
C8 5.24575 1.90245 2.53719
C9 -5.41040 1.30149 -2.46157
C10 4.48966 1.29354 3.70752
C11 4.25934 1.79146 1.37860
C12 -1.40272 -1.79534 3.60609
C13 -2.17354 1.33539 3.04482
C14 2.06918 -2.99266 -1.16938
C15 2.24717 0.28002 0.98385
C16 2.07883 -0.74529 -3.35574
C17 -2.83654 0.81154 -4.12712
H1 1.67883 -2.70023 -0.19220
H2 4.72568 1.87042 0.40011
H3 -0.73841 -2.47186 4.14398
H4 -3.10754 -0.23941 -4.25245
H5 3.79024 1.99232 4.16042
H6 1.52407 -3.87305 -4.31622
H7 1.98004 -4.07762 -1.24516
H8 -3.11107 -0.52510 -1.11111
H9 2.15065 0.13978 -2.72466
H10 3.48500 2.55863 1.44732
H11 1.62510 -0.45662 -4.30706
H12 5.11163 0.85345 4.48159
H13 -0.79438 1.26280 4.66014
H14 -3.33904 3.91543 -3.15071
H15 0.02755 -4.21283 -3.45544
H16 -3.08171 0.96543 -0.15849
H17 -0.90204 -2.13905 -1.05587
H18 0.07740 -2.94423 -4.68570
H19 -5.69019 0.25092 -2.56243
H20 4.03746 -0.73178 3.29274
H21 6.15457 1.33520 2.33092
H22 -2.24353 0.25414 4.93238
H23 5.53712 2.92866 2.74826
H24 -5.81614 1.66809 -1.51621
H25 -1.96091 3.40862 -2.19050
H26 3.09978 -1.06457 -3.57852
H27 -3.22113 1.34819 -4.99653
H28 -2.35798 -1.77848 4.13166
H29 4.27050 -0.36810 1.11641
H30 -3.83856 1.53845 2.16089
H31 -3.51660 3.73175 -1.41195
H32 -1.28324 -1.53565 -2.66453
H33 2.68705 0.19937 3.39387
H34 -1.74601 0.89522 -4.16751
H35 -5.90666 1.85179 -3.26254
H36 3.13137 -2.74335 -1.20053

Properties
Expectation value of S²   0.77
Multiplicity   2
Highest occupied orbital energy (alpha / beta)   -14.999 / -14.938 eV
Net charge   +2
Strongest force on any atom   0.82 eV Å⁻¹

These are the Löwdin partial charges, in e, on atoms 1 to 5: 1.477 1.167 0.410 0.448 0.031

***

# 5
Entry from the OMol25 dataset: a 2-piece molecular cluster, C17H37BF4NOPS2 overall (ωB97M-V/def2-TZVPD).

Cartesian coordinates (Å):
S1 4.27120 -2.84533 -1.17868
S2 5.28494 -5.26103 -3.27129
P1 5.24988 -3.44609 -3.97087
F1 0.07251 -3.78574 -4.50183
F2 -0.22258 -3.96122 -2.03161
F3 -1.25343 -2.18171 -3.32531
F4 2.00975 1.35699 -1.08491
O1 1.25824 -1.57816 -1.58435
N1 -2.18762 1.87087 2.77881
C1 -0.34902 1.54355 4.30231
C2 1.22909 -1.98056 -2.98941
C3 -1.36105 0.46686 -0.25404
C4 -1.34729 -0.09723 1.17732
C5 -1.83539 1.82454 4.28117
C6 0.20356 2.36655 3.15848
C7 -2.35606 0.45382 2.18997
C8 -4.72155 2.17492 3.37699
C9 -0.03198 -3.06135 -3.19213
C10 3.39271 0.81732 -1.36370
C11 3.56716 0.46649 -2.97952
C12 -3.50592 2.65983 2.55957
C13 -5.31915 0.80992 3.06321
C14 2.54709 -2.67748 -3.60403
C15 -0.98170 2.67875 2.24893
C16 4.56135 -0.77966 -3.30196
C17 -2.71378 0.49851 -0.94934
B1 4.00397 -2.28534 -2.99361
H1 -1.23434 3.75273 2.33124
H2 -2.61467 1.00452 -1.91168
H3 4.76809 -3.42202 -5.35030
H4 -0.15254 0.47157 4.12668
H5 3.82119 -4.17433 -1.01866
H6 -2.44277 1.08360 4.79750
H7 0.98853 1.82470 2.62622
H8 0.93288 -1.06225 -3.69254
H9 4.20924 1.60944 -1.00475
H10 -5.51969 2.90844 3.20343
H11 3.51396 -0.10998 -0.66278
H12 2.51575 0.42568 -3.54381
H13 4.93124 -0.76498 -4.43375
H14 2.59731 -2.50171 -4.78347
H15 6.58421 -2.87634 -3.91051
H16 -3.32994 0.41011 1.70473
H17 0.11591 1.80316 5.25912
H18 5.53643 -0.62719 -2.63027
H19 -4.68144 -0.00677 3.41253
H20 -3.29826 3.69550 2.85386
H21 -4.50382 2.22659 4.44877
H22 -2.40256 -0.24087 3.04039
H23 -0.94731 1.47149 -0.31197
H24 -2.03531 2.83757 4.69146
H25 -3.70683 2.65145 1.48454
H26 -0.33415 -0.05801 1.58586
H27 -0.78335 2.47511 1.21025
H28 1.43696 -2.33760 -0.95619
H29 2.42377 -3.85883 -3.48690
H30 -5.51041 0.68933 1.99206
H31 -0.67526 -0.14336 -0.85850
H32 -3.07850 -0.51321 -1.14267
H33 -6.27705 0.69138 3.58034
H34 -3.46797 1.04311 -0.37627
H35 4.09354 1.43895 -3.43314
H36 -1.58577 -1.16403 1.07514
H37 0.64803 3.29905 3.52386

Properties
Highest occupied orbital energy   -6.053 eV
Net charge   0
Strongest force on any atom   5.03 eV Å⁻¹

These are the Löwdin partial charges, in e, on atoms 1 to 5: 0.567 -0.001 0.282 0.000 0.013

***

# 6
Entry from the OMol25 dataset: a 3-piece molecular cluster, C17H37F3NO7 overall (ωB97M-V/def2-TZVPD).

Cartesian coordinates (Å):
F1 -1.05006 -1.43123 7.90190
F2 -0.67968 -3.36888 7.20814
F3 -2.16239 -2.20113 6.26256
O1 1.08136 -3.57533 4.80373
O2 -4.30053 0.90341 0.70136
O3 -2.14999 2.64846 -0.79977
O4 1.38692 1.55713 -4.01848
O5 -1.30479 0.31544 0.95335
O6 2.61710 -1.23690 -4.33143
O7 4.18953 1.39172 -5.19950
N1 -0.52571 -1.12827 4.58164
C1 -3.58875 0.66090 1.89154
C2 1.31112 -0.83248 -4.70836
C3 2.63636 1.63436 -3.34403
C4 2.65721 -2.10774 -3.22471
C5 -2.14297 1.11075 1.78339
C6 1.29026 -2.45849 5.63976
C7 -1.25040 1.61660 -1.16766
C8 3.77540 2.23810 -4.14297
C9 0.07006 -1.58325 5.88137
C10 -0.12513 -3.56800 4.07116
C11 -0.98977 -2.15251 6.83577
C12 -1.53036 3.90164 -0.57810
C13 1.25832 0.63172 -5.09274
C14 -5.19248 -0.13098 0.32954
C15 -1.56575 0.31888 -0.45397
C16 4.44055 2.06776 -6.41663
C17 -0.54358 -2.20872 3.53312
H1 2.40231 -3.13035 -3.52239
H2 0.59406 -1.02102 -3.90026
H3 -1.42675 -0.65976 4.69694
H4 -2.58184 -0.01327 -0.66253
H5 -4.07208 1.23464 2.69472
H6 2.45656 2.29964 -2.49408
H7 5.42789 2.53936 -6.40134
H8 -6.11420 -0.07851 0.91602
H9 -0.21187 1.89915 -0.96648
H10 -5.43436 0.00370 -0.72306
H11 -4.73035 -1.11702 0.44956
H12 4.41672 1.32765 -7.21586
H13 -3.62095 -0.40441 2.15989
H14 -1.70246 1.02751 2.78836
H15 -1.32933 4.40704 -1.52661
H16 2.91768 0.66763 -2.92391
H17 1.96506 0.85762 -5.89114
H18 -2.07569 2.16402 1.51223
H19 1.01599 -1.43097 -5.57919
H20 0.26326 0.82119 -5.50432
H21 0.07241 -1.96200 2.68127
H22 1.63081 -2.81789 6.60380
H23 -2.21883 4.51150 0.00649
H24 -1.56720 -2.31112 3.20371
H25 0.02042 -4.21127 3.21363
H26 -0.91684 -4.03687 4.65451
H27 3.67300 -2.09731 -2.83015
H28 -0.90189 -0.44442 -0.86761
H29 3.47330 3.22225 -4.51563
H30 4.63202 2.37610 -3.46982
H31 0.11394 -0.40563 4.24245
H32 1.97929 -1.77318 -2.42985
H33 0.43775 -0.68376 6.36156
H34 3.67174 2.81824 -6.62501
H35 -1.35319 1.45337 -2.24666
H36 2.08279 -1.83982 5.21938
H37 -0.60101 3.79504 -0.00858

Properties
Highest occupied orbital energy   -10.692 eV
Net charge   +1
Strongest force on any atom   2.31 eV Å⁻¹

These are the Löwdin partial charges, in e, on atoms 1 to 5: 0.227 0.206 0.201 -0.071 -0.187